No. 1
A single C4H6N2 molecule, computed with ωB97M-V/def2-TZVPD.

Structure (ORCA input):
```
! wB97M-V def2-TZVPD RIJCOSX def2/J DEFGRID3
* xyz 0 1
C -1.834 -0.483 -0.020
C -0.426 0.005 -0.122
C 0.734 -0.727 -0.174
N 1.797 0.091 0.039
N 1.260 1.398 0.035
C -0.099 1.388 0.030
H -2.470 0.044 -0.737
H -1.910 -1.560 -0.183
H -2.226 -0.262 0.982
H 0.890 -1.790 -0.329
H 2.727 -0.076 -0.332
H 1.556 1.973 0.811
*
```

Computed properties:
LUMO energy = 0.032 Ha
Energy = -265.42596 Ha
Energy relative to the best compared isomer or geometry (same formula, charge and spin) = 287.8 kJ/mol
Frontier orbital gap = 9.07 eV
HOMO level = -0.30163 Ha

=====

No. 2
A single C4H6N2 molecule, computed with ωB97M-V/def2-TZVPD.

Structure (ORCA input):
```
! wB97M-V def2-TZVPD RIJCOSX def2/J DEFGRID3
* xyz 0 1
N 1.389 -1.522 0.291
C 0.490 -0.449 0.079
C 0.658 0.969 -0.054
C -0.593 1.494 -0.291
N -1.502 0.476 -0.264
C -0.850 -0.708 -0.054
H 1.309 -1.900 1.226
H 2.348 -1.364 0.016
H 1.566 1.559 0.014
H -0.915 2.508 -0.484
H -2.482 0.570 -0.466
H -1.353 -1.665 -0.031
*
```

Computed properties:
LUMO energy = 0.042 Ha
Energy = -265.51735 Ha
Energy relative to the best compared isomer or geometry (same formula, charge and spin) = 47.9 kJ/mol
Frontier orbital gap = 8.89 eV
HOMO level = -0.28496 Ha
SMILES string = Nc1cc[nH]c1

=====

No. 3
A single C4H6N2 molecule, computed with ωB97M-V/def2-TZVPD.

Structure (ORCA input):
```
! wB97M-V def2-TZVPD RIJCOSX def2/J DEFGRID3
* xyz 0 1
C -0.747 0.476 -1.301
C -0.053 -0.197 -0.058
C 0.444 -1.542 -0.293
N 0.983 -2.540 -0.534
C 0.891 0.411 1.157
N -0.515 0.354 1.172
H -0.144 1.305 -1.681
H -1.728 0.895 -0.998
H -0.942 -0.214 -2.145
H 1.446 -0.097 1.992
H 1.398 1.312 0.825
H -1.033 -0.162 1.863
*
```

Computed properties:
LUMO energy = 0.033 Ha
Energy = -265.43461 Ha
Energy relative to the best compared isomer or geometry (same formula, charge and spin) = 265.1 kJ/mol
Frontier orbital gap = 10.48 eV
HOMO level = -0.35231 Ha
SMILES string = C[C@@]1(C#N)CN1

=====

No. 4
A single C4H6N2 molecule, computed with ωB97M-V/def2-TZVPD.

Structure (ORCA input):
```
! wB97M-V def2-TZVPD RIJCOSX def2/J DEFGRID3
* xyz 0 1
N -1.437 1.552 -1.516
C -1.356 0.968 -0.520
C -1.068 0.245 0.737
N 0.318 -0.200 0.835
C 1.232 0.260 -0.204
C 0.783 -1.153 -0.161
H -1.282 0.922 1.570
H -1.746 -0.610 0.825
H 2.222 0.545 0.136
H 0.813 0.885 -0.999
H 0.075 -1.488 -0.920
H 1.447 -1.927 0.217
*
```

Computed properties:
LUMO energy = 0.036 Ha
Energy = -265.46218 Ha
Energy relative to the best compared isomer or geometry (same formula, charge and spin) = 192.7 kJ/mol
Frontier orbital gap = 10.90 eV
HOMO level = -0.36435 Ha
SMILES string = N#CCN1CC1

=====

No. 5
A single C4H6N2 molecule, computed with ωB97M-V/def2-TZVPD.

Structure (ORCA input):
```
! wB97M-V def2-TZVPD RIJCOSX def2/J DEFGRID3
* xyz 0 1
C -1.459 -1.046 -0.050
N -1.083 0.319 0.215
C 0.134 0.676 0.164
C 1.391 -0.163 0.100
C 0.287 2.115 -0.024
N 0.321 3.218 -0.370
H -1.965 -0.983 -1.019
H -0.639 -1.769 -0.136
H -2.199 -1.400 0.671
H 1.620 -0.435 -0.936
H 1.294 -1.085 0.681
H 2.240 0.403 0.491
*
```

Computed properties:
LUMO energy = 0.017 Ha
Energy = -265.48528 Ha
Energy relative to the best compared isomer or geometry (same formula, charge and spin) = 132.0 kJ/mol
Frontier orbital gap = 10.75 eV
HOMO level = -0.37788 Ha
SMILES string = C/N=C(\C)C#N

=====

No. 6
A single C4H6N2 molecule, computed with ωB97M-V/def2-TZVPD.

Structure (ORCA input):
```
! wB97M-V def2-TZVPD RIJCOSX def2/J DEFGRID3
* xyz 0 1
C -1.713 -0.379 0.087
C -0.279 0.070 -0.022
C 0.363 1.291 0.319
N 1.691 1.198 0.290
N 1.916 -0.057 -0.128
C 0.778 -0.737 -0.352
H -2.394 0.291 -0.436
H -1.874 -1.390 -0.317
H -2.022 -0.412 1.139
H -0.110 2.243 0.529
H 2.842 -0.410 -0.319
H 0.800 -1.716 -0.788
*
```

Computed properties:
LUMO energy = 0.038 Ha
Energy = -265.51065 Ha
Energy relative to the best compared isomer or geometry (same formula, charge and spin) = 65.4 kJ/mol
Frontier orbital gap = 10.08 eV
HOMO level = -0.33261 Ha
SMILES string = Cc1cn[nH]c1

=====

No. 7
A single C4H6N2 molecule, computed with ωB97M-V/def2-TZVPD.

Structure (ORCA input):
```
! wB97M-V def2-TZVPD RIJCOSX def2/J DEFGRID3
* xyz 0 1
N -1.895 0.343 -0.293
C -0.551 0.070 -0.079
C 0.067 -1.146 -0.067
C 1.459 -0.900 0.200
N 1.752 0.335 0.461
C 0.535 1.070 0.095
H -2.253 1.182 0.143
H -2.503 -0.445 -0.104
H -0.383 -2.117 -0.229
H 2.252 -1.639 0.156
H 0.338 2.058 0.524
H 1.182 1.189 -0.806
*
```

Computed properties:
LUMO energy = 0.035 Ha
Energy = -265.47689 Ha
Energy relative to the best compared isomer or geometry (same formula, charge and spin) = 154.1 kJ/mol
Frontier orbital gap = 9.21 eV
HOMO level = -0.30364 Ha
SMILES string = NC1=CC=NC1

=====

No. 8
A single C4H6N2 molecule, computed with ωB97M-V/def2-TZVPD.

Structure (ORCA input):
```
! wB97M-V def2-TZVPD RIJCOSX def2/J DEFGRID3
* xyz 0 1
N -1.324 2.267 0.541
C -0.737 1.300 0.307
C -0.177 0.013 0.064
N -1.501 -0.740 0.441
C 0.883 -0.202 -1.071
C 1.333 -0.285 0.350
H -1.864 -0.556 1.393
H -2.308 -0.520 -0.164
H 1.230 0.639 -1.691
H 0.860 -1.134 -1.630
H 1.598 -1.273 0.717
H 2.007 0.492 0.743
*
```

Computed properties:
LUMO energy = 0.033 Ha
Energy = -265.44264 Ha
Energy relative to the best compared isomer or geometry (same formula, charge and spin) = 244.0 kJ/mol
Frontier orbital gap = 10.45 eV
HOMO level = -0.35094 Ha
SMILES string = N#CC1(N)CC1

=====

What did the eighth record say?
A single C4H6N2 molecule, computed with ωB97M-V/def2-TZVPD.

Structure (ORCA input):
```
! wB97M-V def2-TZVPD RIJCOSX def2/J DEFGRID3
* xyz 0 1
N -1.324 2.267 0.541
C -0.737 1.300 0.307
C -0.177 0.013 0.064
N -1.501 -0.740 0.441
C 0.883 -0.202 -1.071
C 1.333 -0.285 0.350
H -1.864 -0.556 1.393
H -2.308 -0.520 -0.164
H 1.230 0.639 -1.691
H 0.860 -1.134 -1.630
H 1.598 -1.273 0.717
H 2.007 0.492 0.743
*
```

Computed properties:
LUMO energy = 0.033 Ha
Energy = -265.44264 Ha
Energy relative to the best compared isomer or geometry (same formula, charge and spin) = 244.0 kJ/mol
Frontier orbital gap = 10.45 eV
HOMO level = -0.35094 Ha
SMILES string = N#CC1(N)CC1

=====

- energy of number 8 (C4H6N2)?
  -265.44264 Ha